Entry 1:
{"formula": "C6H13NO", "method": "wB97M-V/def2-TZVPD", "species": ["N", "C", "C", "C", "H", "H", "H", "H", "H", "H", "H", "O", "C", "C", "C", "H", "H", "H", "H", "H", "H"], "coordinates": [[1.99788, -0.62662, 0.55288], [1.58833, 0.28982, 1.65506], [-0.24577, 2.02189, 1.61589], [0.93776, 1.54877, 1.15084], [2.40525, -1.46998, 0.96615], [2.81901, -0.27594, 0.05182], [2.44731, 0.49183, 2.30842], [0.84941, -0.25329, 2.30986], [-0.71859, 2.87688, 1.18357], [-0.82891, 1.51148, 2.43603], [1.47508, 2.12036, 0.40021], [-0.74465, -3.03760, -2.32612], [-1.46799, -2.19667, -1.80318], [-0.99853, -1.02947, -0.91745], [-1.35765, 0.32236, -1.59000], [-2.56319, -2.13194, -2.02971], [0.10922, -1.04124, -0.78330], [-1.32608, -1.10752, 0.14610], [-0.78972, 0.47941, -2.52246], [-1.18162, 1.21166, -0.91555], [-2.40656, 0.29580, -1.88906]], "atomic_forces_ev_per_a": [[0.612, -0.118, 0.276], [-0.244, -0.858, 0.481], [0.919, -1.625, 0.357], [-1.380, 0.400, 0.912], [-0.536, 0.102, 0.052], [-0.463, 0.451, 0.084], [-0.093, 0.366, -0.036], [0.629, 0.426, -0.734], [-0.027, 0.569, -0.097], [0.804, 0.425, -1.041], [-0.071, -0.090, -0.142], [-1.342, 1.379, 1.034], [1.081, -0.053, -0.323], [1.601, 0.141, 0.127], [-0.155, 0.244, 0.450], [0.294, -0.394, -0.015], [-0.725, -0.365, -0.361], [-0.516, 0.023, -0.859], [-0.024, -0.172, 0.439], [-0.210, -1.138, -0.690], [-0.156, 0.289, 0.087]], "lowdin_charge": [-0.02, -0.29, -0.01, -0.18, 0.07, 0.07, 0.10, 0.12, 0.04, 0.08, 0.10, 0.03, -0.26, -0.23, -0.11, 0.12, 0.08, 0.11, 0.08, 0.06, 0.06], "spin_multiplicity": 1}

Entry 2:
{"formula": "C6H13NO", "method": "wB97M-V/def2-TZVPD", "species": ["C", "N", "C", "C", "C", "C", "C", "O", "H", "H", "H", "H", "H", "H", "H", "H", "H", "H", "H", "H", "H"], "coordinates": [[1.90787, -0.46065, 0.82348], [1.25850, -0.64123, -0.48003], [0.00538, 0.18281, -0.53283], [-1.34177, -0.51402, -0.47167], [-1.87160, -0.43688, 0.87386], [-1.36077, -0.75878, 2.04066], [0.03993, 1.04549, -1.85719], [1.26068, 1.79364, -1.62913], [2.62305, -1.26290, 0.99127], [2.25433, 0.60438, 0.89707], [1.17041, -0.76343, 1.68651], [1.93436, -0.41863, -1.32778], [0.07329, 0.80672, 0.38049], [-1.17492, -1.51625, -0.74898], [-2.04516, -0.29156, -1.23021], [-2.83189, 0.21706, 0.85266], [-1.79169, -0.48324, 3.03735], [-0.58305, -1.47167, 2.30781], [-0.71911, 1.68924, -2.06567], [0.04597, 0.33808, -2.71044], [1.14621, 2.34181, -0.83724]], "atomic_forces_ev_per_a": [[-1.401, -0.593, 0.762], [-0.029, 0.032, -1.650], [0.396, 0.996, -1.721], [1.574, -1.733, 0.108], [-3.240, 2.279, 0.686], [-0.422, -0.880, 2.618], [3.367, -2.104, 2.841], [0.137, 0.428, -1.555], [0.840, 0.535, -0.368], [0.154, -1.023, 0.616], [1.104, 1.237, -1.763], [-1.947, -0.323, 2.644], [-0.237, 0.368, -0.738], [0.627, -1.747, -0.061], [-0.742, 1.318, -0.629], [1.554, -1.038, 0.671], [-0.282, 0.150, -1.317], [0.407, 0.189, -1.035], [-2.576, 1.798, 0.047], [0.939, 0.454, 0.258], [-0.223, -0.345, -0.412]], "lowdin_charge": [-0.15, -0.10, -0.34, -0.20, -0.20, -0.02, -0.16, -0.10, 0.06, 0.09, 0.08, 0.16, 0.12, 0.11, 0.10, 0.13, 0.07, 0.05, 0.08, 0.14, 0.09], "spin_multiplicity": 1}

Entry 3:
{"formula": "C6H13NO", "method": "wB97M-V/def2-TZVPD", "species": ["C", "C", "N", "C", "C", "C", "C", "H", "H", "H", "H", "H", "H", "H", "H", "H", "H", "H", "H", "H", "O"], "coordinates": [[1.03911, -1.13307, -0.51550], [1.11395, -2.29837, -1.16218], [2.27247, -2.76443, -1.78796], [-0.16395, -0.58720, 0.18748], [-0.26487, 0.85837, -0.18015], [0.03101, 1.86236, 0.64576], [0.11414, 3.30344, 0.24926], [1.91079, -0.42924, -0.48165], [0.21937, -2.94742, -1.23819], [2.15198, -3.30928, -2.62682], [3.00045, -2.06470, -1.81470], [-0.22336, -0.70142, 1.32048], [-0.99948, -1.19237, -0.26380], [-0.61710, 1.03546, -1.22526], [0.28561, 1.60895, 1.67625], [0.27730, 3.94597, 1.12230], [0.75575, 3.57265, -0.58435], [-0.90785, 3.56476, -0.04764], [-2.78673, -0.72627, 1.71772], [-3.93557, -1.15406, 2.49871], [-3.27303, -0.44414, 2.51024]], "atomic_forces_ev_per_a": [[1.206, 0.431, 0.540], [-0.394, 0.168, -0.281], [-0.262, -0.046, 0.442], [-1.140, -0.888, 0.283], [-0.888, 0.488, -0.372], [0.684, -0.676, -0.392], [-1.558, 0.452, 0.536], [-0.538, -0.915, -0.137], [0.680, 0.317, 0.069], [0.072, 0.184, 0.033], [0.019, -0.243, -0.281], [0.456, -0.018, -1.305], [0.211, 0.698, 0.672], [0.590, 0.112, 0.784], [0.033, 0.019, -0.152], [0.416, -0.130, -0.283], [0.306, -0.240, 0.123], [0.072, 0.268, -0.261], [0.306, 0.593, 0.250], [-0.097, 0.414, 0.522], [-0.175, -0.988, -0.787]], "lowdin_charge": [-0.16, -0.23, 0.03, -0.26, -0.16, -0.17, -0.11, 0.12, 0.12, 0.07, 0.08, 0.13, 0.11, 0.13, 0.10, 0.07, 0.07, 0.07, 0.02, 0.04, -0.07], "spin_multiplicity": 1}

Entry 4:
{"formula": "C6H13NO", "method": "wB97M-V/def2-TZVPD", "species": ["C", "N", "C", "O", "C", "C", "C", "C", "H", "H", "H", "H", "H", "H", "H", "H", "H", "H", "H", "H", "H"], "coordinates": [[-1.00181, 0.11162, 0.00736], [-1.05170, 1.54344, -0.13258], [-0.94743, 2.46770, 0.85768], [-1.23241, 3.62786, 0.65824], [0.20662, -0.49537, -0.68798], [0.72005, -1.84573, -0.24258], [1.25468, -2.76346, -1.32421], [1.62898, -1.78492, 1.00079], [-1.90631, -0.37998, -0.36526], [-0.99028, -0.19286, 1.05803], [-1.53349, 1.89773, -0.94619], [-0.58518, 2.03837, 1.80254], [0.99509, 0.21561, -0.76998], [0.12199, -0.49783, -1.78568], [-0.12510, -2.40732, 0.17319], [2.22028, -2.39743, -1.68124], [1.30062, -3.81223, -1.03372], [0.55675, -2.82880, -2.15980], [2.43668, -2.51481, 1.04562], [1.05351, -1.91213, 1.92886], [2.03223, -0.79453, 1.22606]], "atomic_forces_ev_per_a": [[0.353, -0.998, 0.310], [-0.620, -0.147, -0.159], [-0.295, -0.121, -0.751], [0.214, 0.098, 0.597], [0.616, 0.019, -1.911], [-0.725, -1.216, 1.573], [-0.056, 0.249, -0.670], [-0.086, 0.729, 1.088], [-0.088, 0.349, -0.139], [0.193, 0.394, 0.155], [0.159, 0.078, -0.061], [0.063, 0.176, 0.187], [1.059, 0.864, 1.218], [-1.165, -0.553, -0.031], [-0.445, 0.152, -0.350], [0.031, -0.295, -0.147], [0.498, 0.116, 0.542], [0.018, 0.470, -0.224], [-0.030, -0.004, -0.287], [-0.126, -0.450, -0.255], [0.433, 0.091, -0.683]], "lowdin_charge": [-0.20, 0.02, -0.36, 0.01, -0.19, -0.44, -0.09, -0.08, 0.13, 0.12, 0.15, 0.13, 0.10, 0.12, 0.12, 0.08, 0.08, 0.07, 0.07, 0.07, 0.07], "spin_multiplicity": 1}

Entry 5:
{"formula": "C6H13NO", "method": "wB97M-V/def2-TZVPD", "species": ["C", "O", "C", "C", "C", "C", "N", "C", "H", "H", "H", "H", "H", "H", "H", "H", "H", "H", "H", "H", "H"], "coordinates": [[-0.74902, 0.64694, -2.21793], [-2.02070, 0.26996, -2.72530], [0.17499, -0.56758, -2.13342], [0.11736, -1.24573, -0.73426], [0.97001, -0.51546, 0.27106], [0.50998, -0.35591, 1.50884], [1.08256, 0.51711, 2.45525], [0.25566, 1.07534, 3.49391], [-0.27000, 1.31182, -2.94606], [-0.73014, 1.30265, -1.34422], [-2.59801, 0.23006, -1.96100], [-0.20240, -1.26952, -2.87762], [1.23737, -0.42033, -2.33082], [-0.93436, -1.16434, -0.44545], [0.32755, -2.31118, -0.85686], [1.83138, 0.03847, -0.07099], [-0.49238, -0.63243, 1.73150], [1.99562, 0.21511, 2.75493], [0.05260, 2.12197, 3.28083], [0.58046, 0.89866, 4.52153], [-0.68598, 0.50911, 3.58024]], "atomic_forces_ev_per_a": [[1.938, 0.591, -1.433], [0.028, 0.374, 0.762], [-0.220, -0.889, 1.235], [-0.235, 0.220, -0.947], [-0.878, -0.447, -0.009], [0.468, 1.885, -0.335], [0.799, -0.819, 0.208], [-0.939, -0.858, 0.365], [-0.408, -0.018, -0.379], [-0.565, -0.531, 0.495], [-0.357, -0.133, -0.075], [0.089, 0.012, -0.093], [-0.094, 0.607, -0.344], [-0.010, -0.309, 0.376], [0.237, 0.036, 0.200], [0.350, -0.190, 0.036], [-0.766, -0.676, 0.317], [0.032, 0.190, 0.023], [-0.147, 0.096, 0.371], [0.860, 0.488, -0.152], [-0.182, 0.371, -0.621]], "lowdin_charge": [-0.28, -0.06, -0.19, -0.22, -0.11, -0.17, -0.11, -0.13, 0.11, 0.12, 0.08, 0.11, 0.10, 0.10, 0.10, 0.11, 0.10, 0.11, 0.07, 0.08, 0.07], "spin_multiplicity": 1}

Entry 6:
{"formula": "C6H13NO", "method": "wB97M-V/def2-TZVPD", "species": ["C", "O", "C", "C", "C", "C", "N", "C", "H", "H", "H", "H", "H", "H", "H", "H", "H", "H", "H", "H", "H"], "coordinates": [[2.10873, 1.17563, -1.48781], [2.17064, 0.18147, -2.47026], [1.35150, 0.70864, -0.23966], [-0.01020, 0.08174, -0.49805], [-0.92667, -0.16944, 0.64139], [-1.73101, -1.25605, 0.62125], [-2.64540, -1.60487, 1.64117], [-0.76137, 0.70246, 1.85584], [2.98666, 1.75895, -1.22996], [1.40682, 1.96101, -1.81623], [2.97246, -0.30716, -2.37035], [1.34565, 1.41954, 0.59215], [1.95836, -0.14388, 0.16883], [0.18595, -0.85073, -1.05577], [-0.52419, 0.68120, -1.27780], [-1.72453, -1.95301, -0.20651], [-2.86463, -0.96341, 2.35713], [-2.60610, -2.57819, 1.89170], [-1.49074, 0.46872, 2.62387], [0.23525, 0.68200, 2.30767], [-0.95083, 1.75532, 1.59339]], "atomic_forces_ev_per_a": [[-2.758, 1.551, 0.997], [-0.178, 0.532, -0.314], [1.528, -2.115, 1.315], [-0.090, 0.244, -2.316], [0.140, -1.336, 0.759], [0.317, 1.104, 1.156], [0.216, -0.817, -1.621], [-0.684, 0.706, -0.214], [0.743, -0.609, -0.141], [0.336, -0.140, -0.841], [0.779, -0.538, 0.128], [-0.010, 0.407, -0.529], [-0.203, 0.544, 0.059], [-0.199, 0.165, 0.309], [0.063, 0.182, 0.345], [0.064, 0.053, -0.126], [0.094, 0.431, 0.690], [-0.220, 0.123, 0.268], [0.043, -0.092, 0.199], [-0.076, -0.266, -0.168], [0.096, -0.127, 0.044]], "lowdin_charge": [-0.29, -0.04, -0.21, -0.21, -0.30, -0.15, 0.03, -0.06, 0.11, 0.12, 0.08, 0.10, 0.13, 0.12, 0.13, 0.11, 0.05, 0.07, 0.05, 0.08, 0.09], "spin_multiplicity": 1}

Entry 7:
{"formula": "C6H13NO", "method": "wB97M-V/def2-TZVPD", "species": ["C", "C", "N", "C", "C", "C", "C", "O", "H", "H", "H", "H", "H", "H", "H", "H", "H", "H", "H", "H", "H"], "coordinates": [[-2.45595, 0.15011, 0.03764], [-1.18430, -0.13368, -0.81465], [-0.44364, 1.38827, -0.77911], [0.21639, 0.22828, -0.48149], [0.86141, -0.18752, 0.82071], [1.22856, -1.70841, 0.88247], [1.98504, 0.82426, 1.27290], [-1.23787, -1.10461, -1.67308], [-2.00974, 0.61629, 0.94825], [-3.00772, -0.74968, 0.33654], [-3.29286, 0.81704, -0.41513], [-1.46499, 1.27700, -3.45850], [-0.89661, 1.72948, -3.64542], [0.91502, -0.32649, -1.38829], [0.02372, -0.16186, 1.54304], [1.78225, -1.91810, -0.05871], [1.86922, -1.82297, 1.73959], [0.32418, -2.28950, 0.92364], [2.44700, 0.69892, 2.37220], [1.54627, 1.88752, 1.23545], [2.79460, 0.78566, 0.60195]], "atomic_forces_ev_per_a": [[0.113, 1.121, 0.475], [-6.028, -4.226, -4.273], [1.056, -2.471, 0.971], [6.062, 1.631, -1.942], [-0.667, -0.081, 2.259], [0.733, 2.032, -1.699], [-1.474, 0.867, 2.229], [0.205, 3.181, 2.821], [-1.061, -0.049, -0.472], [0.586, -0.174, -0.308], [2.028, -0.800, 0.406], [0.245, 0.176, -0.141], [-0.264, -0.185, 0.038], [-2.144, 1.374, 1.762], [0.366, 0.639, 0.161], [-0.160, -0.386, 0.650], [0.142, -0.498, 0.284], [-0.155, -0.419, 0.086], [-1.370, -0.131, -2.430], [0.660, -1.554, 0.053], [1.126, -0.045, -0.931]], "lowdin_charge": [-0.01, -0.48, 0.24, -0.41, -0.39, -0.05, -0.06, 0.03, 0.07, 0.08, 0.12, 0.02, 0.03, 0.21, 0.12, 0.09, 0.07, 0.07, 0.12, 0.09, 0.04], "spin_multiplicity": 1}

Entry 8:
{"formula": "C6H13NO", "method": "wB97M-V/def2-TZVPD", "species": ["O", "C", "C", "C", "C", "C", "C", "N", "H", "H", "H", "H", "H", "H", "H", "H", "H", "H", "H", "H", "H"], "coordinates": [[-2.77649, 0.96303, -1.00544], [-2.85513, -0.02736, -0.29563], [-1.80100, -0.99647, -0.18678], [-0.48648, -0.73268, -0.74343], [0.09721, 0.69722, -0.46271], [-0.12485, 1.15228, 0.98565], [1.55952, 0.59568, -0.76479], [2.21998, -1.25554, 0.97633], [-3.76972, -0.18515, 0.29464], [-2.04200, -1.90860, 0.34034], [0.20994, -1.46023, -0.32574], [-0.63807, -0.84932, -1.81797], [-0.40407, 1.39911, -1.13964], [-1.17445, 1.08428, 1.25385], [0.21444, 2.17431, 1.10891], [0.45029, 0.50631, 1.64936], [1.71925, 0.30505, -1.79304], [2.10796, 1.46964, -0.42062], [1.88027, -0.28974, 0.04131], [2.62602, -0.95782, 1.86512], [2.98737, -1.68403, 0.44030]], "atomic_forces_ev_per_a": [[0.165, 0.492, -0.349], [-0.104, -0.302, -0.124], [-0.154, 0.429, 0.306], [-0.924, -0.736, 0.504], [0.687, 0.408, 0.386], [0.155, -0.376, -0.455], [-1.721, 1.328, -0.162], [-0.250, -0.559, -0.787], [-0.023, -0.175, 0.153], [0.235, -0.051, 0.242], [0.040, -0.162, -0.428], [0.680, 0.160, -0.455], [-0.225, -0.206, -0.056], [-0.079, 0.105, 0.146], [0.048, 0.200, 0.043], [-0.077, 0.023, 0.140], [0.489, -0.228, -0.203], [0.339, -0.201, -0.017], [0.814, -0.867, 1.122], [0.084, 0.521, -0.300], [-0.177, 0.198, 0.294]], "lowdin_charge": [0.03, -0.31, 0.00, -0.18, -0.42, -0.06, -0.05, -0.01, 0.11, 0.10, 0.09, 0.14, 0.14, 0.07, 0.08, 0.07, 0.09, 0.09, 0.01, -0.01, 0.00], "spin_multiplicity": 1}

Results for Kohn-Sham gap: 10.409, 9.578, 8.989, 10.636, 8.955, 8.587, 6.794, 3.897 (in eV, following the order of the records).
Results for energy above the lowest of the compared OMol25 structures with the same formula, charge and spin: 2.424, 3.937, 2.266, 1.102, 2.457, 1.937, 7.824, 7.111 (in eV, following the order of the records).
Results for E_HOMO: -9.439, -8.620, -8.068, -9.753, -8.005, -7.645, -8.884, -6.956 (in eV, following the order of the records).